No. 1
Molecular formula: C27H34N3RuS5Se
Method: DFT, ωB97M-V with the def2-TZVPD basis set

Geometry as ORCA input:
```
! wB97M-V def2-TZVPD RIJCOSX def2/J DEFGRID3
* xyz 0 6
Ru 1.093 0.290 0.329
Se 0.978 -1.411 2.126
S -2.923 0.797 3.716
S 3.042 1.263 1.337
S 0.622 1.726 -1.581
S -2.067 0.616 0.456
S -0.140 2.658 1.947
N 0.272 -1.339 -1.535
N -2.255 -4.673 3.181
N 3.059 -0.401 -1.149
C -0.320 -2.513 -0.877
C -3.609 -0.051 1.099
C -2.512 0.781 -3.933
C -2.488 2.554 3.620
C -1.721 -1.275 -2.995
C -1.185 -4.951 2.440
C 4.000 1.592 -0.106
C -1.482 -2.399 3.286
C -0.373 -2.702 2.509
C 2.560 -0.814 -2.465
C 3.751 -1.507 -0.460
C -0.226 -4.018 2.079
C -1.493 1.453 -3.281
C -0.695 -0.605 -2.339
C 4.851 2.693 -0.144
C -4.134 0.586 2.391
C -0.994 2.849 3.539
C 3.927 0.756 -1.221
C -2.380 -3.412 3.589
C -2.427 2.376 0.239
C -0.581 0.784 -2.464
C 5.603 2.972 -1.272
C 4.689 1.033 -2.348
C -1.330 3.331 0.775
C -2.634 -0.591 -3.782
C 1.407 -1.791 -2.371
C 5.521 2.143 -2.380
H -3.023 3.003 2.786
H -0.597 -3.296 -1.590
H 0.411 -2.916 -0.184
H -4.914 -0.058 2.800
H 4.640 0.388 -3.213
H -3.212 1.330 -4.548
H 3.057 -2.326 -0.276
H 1.053 -1.993 -3.388
H -4.383 -0.006 0.329
H -3.429 -1.133 -4.278
H -3.252 -3.190 4.197
H -4.601 1.552 2.199
H -0.711 3.654 -0.058
H 6.097 2.357 -3.270
H -3.381 2.570 0.728
H -2.867 3.023 4.530
H -1.783 4.220 1.218
H 2.256 0.081 -3.006
H -1.201 -2.212 -0.312
H -1.641 -1.396 3.649
H 4.901 3.338 0.724
H -1.082 -5.982 2.117
H 3.352 -1.314 -3.039
H -0.837 3.886 3.847
H -2.559 2.564 -0.827
H 1.757 -2.740 -1.962
H -0.440 2.214 4.231
H -1.821 -2.346 -2.892
H 4.111 -1.156 0.504
H 6.247 3.841 -1.286
H -1.398 2.527 -3.381
H 0.625 -4.318 1.483
H 4.594 -1.865 -1.063
H -3.376 -1.103 1.275
*
```

## Properties
**HOMO level (alpha / beta)**: -6.99 / -7.61 eV
**Molar mass**: 741.0 g/mol
**LUMO level (alpha / beta)**: 0.4 / -1.3 eV
**Gap between HOMO and LUMO (alpha / beta)**: 7.4 / 6.3 eV
**Energy**: -5700.7185 Ha

Electronic structure analysis, natural (NBO) charges in units of e:
1. Ru 1.014
2. Se -0.167
3. S 0.198
4. S -0.164
5. S -0.267
6. S 0.214
7. S 0.265
8. N -0.498
9. N -0.427
10. N -0.491
11. C -0.418
12. C -0.544
13. C -0.208
14. C -0.537
15. C -0.188
16. C 0.035
17. C -0.205
18. C -0.303
19. C -0.143
20. C -0.244
21. C -0.422
22. C -0.296
23. C -0.230
24. C 0.101
25. C -0.213
26. C -0.544
27. C -0.538
28. C 0.220
29. C 0.034
30. C -0.553
31. C -0.165
32. C -0.209
33. C -0.271
34. C -0.571
35. C -0.236
36. C -0.211
37. C -0.203
38. H 0.215
39. H 0.178
40. H 0.221
41. H 0.236
42. H 0.214
43. H 0.215
44. H 0.207
45. H 0.207
46. H 0.221
47. H 0.214
48. H 0.190
49. H 0.214
50. H 0.261
51. H 0.213
52. H 0.212
53. H 0.227
54. H 0.221
55. H 0.238
56. H 0.220
57. H 0.242
58. H 0.224
59. H 0.190
60. H 0.188
61. H 0.218
62. H 0.235
63. H 0.202
64. H 0.240
65. H 0.207
66. H 0.236
67. H 0.215
68. H 0.221
69. H 0.218
70. H 0.182
71. H 0.239



No. 2
Molecular formula: C27H34N4O3S2
Method: DFT, ωB97M-V with the def2-TZVPD basis set

Geometry as ORCA input:
```
! wB97M-V def2-TZVPD RIJCOSX def2/J DEFGRID3
* xyz 0 1
S 4.934 -2.193 -4.309
S 2.794 -1.514 1.482
O 5.024 -0.011 0.072
O 0.868 0.222 2.840
O 1.826 1.381 -3.007
N -2.261 4.134 -0.659
N 5.013 -0.500 -2.178
N -5.177 -1.723 2.010
N 3.000 -0.557 -3.371
C 1.160 2.975 0.025
C 0.087 3.820 -0.221
C -1.465 -2.209 1.784
C 3.200 -3.006 0.502
C -0.194 1.070 -0.613
C 2.478 -2.200 3.149
C 4.282 -1.091 -3.213
C 1.028 1.603 -0.261
C 6.413 -0.915 -2.069
C 0.419 -0.458 1.894
C -1.317 1.892 -0.697
C -1.979 0.136 2.128
C -3.332 -0.143 2.105
C -3.526 3.845 -0.003
C 2.335 -0.723 -4.682
C -1.035 -0.875 1.882
C 4.376 -0.068 -0.988
C -1.176 3.280 -0.517
C 1.350 -0.774 0.723
C -2.302 5.125 -1.738
C -5.853 -2.105 0.783
C 2.188 0.662 -0.061
C 2.996 0.320 -1.162
C -3.782 -1.482 1.988
C -5.776 -2.224 3.237
C 2.541 0.487 -2.536
C -2.823 -2.511 1.866
H 2.922 -3.914 1.064
H -4.051 4.804 0.096
H 1.294 -0.369 -4.606
H 2.376 -1.784 -4.968
H -5.870 -3.202 0.649
H -5.745 -3.327 3.291
H -5.345 -1.643 -0.079
H 4.300 -2.938 0.406
H -4.140 3.110 -0.563
H 1.772 -1.567 3.716
H -6.829 -1.909 3.319
H 0.976 -1.288 -0.158
H 2.766 0.900 0.872
H -1.291 5.426 -2.068
H 2.112 -3.233 3.045
H 0.185 4.907 -0.131
H -3.306 3.440 0.997
H -0.231 -0.005 -0.801
H 6.882 -0.786 -3.058
H -6.893 -1.750 0.820
H -1.617 1.163 2.260
H -2.278 1.464 -0.971
H -3.163 -3.548 1.809
H -2.870 4.766 -2.632
H -2.812 6.016 -1.347
H 2.106 3.373 0.396
H -4.098 0.637 2.149
H 6.884 -0.260 -1.327
H 2.734 -3.002 -0.499
H 6.506 -1.980 -1.781
H -5.201 -1.800 4.075
H -0.744 -3.015 1.619
H 3.469 -2.213 3.662
H 2.887 -0.145 -5.442
*
```

## Properties
**HOMO level**: -7.28 eV
**Molar mass**: 526.7 g/mol
**LUMO level**: -0.4 eV
**Gap between HOMO and LUMO**: 6.9 eV
**Energy**: -2290.2420 Ha

Electronic structure analysis, natural (NBO) charges in units of e:
1. S -0.236
2. S 0.893
3. O -0.690
4. O -0.573
5. O -0.601
6. N -0.474
7. N -0.470
8. N -0.494
9. N -0.473
10. C -0.173
11. C -0.217
12. C -0.217
13. C -0.748
14. C -0.146
15. C -0.756
16. C 0.311
17. C -0.066
18. C -0.415
19. C 0.551
20. C -0.258
21. C -0.177
22. C -0.210
23. C -0.394
24. C -0.414
25. C -0.086
26. C 0.656
27. C 0.162
28. C -0.547
29. C -0.396
30. C -0.397
31. C -0.086
32. C -0.492
33. C 0.178
34. C -0.396
35. C 0.686
36. C -0.229
37. H 0.236
38. H 0.200
39. H 0.227
40. H 0.227
41. H 0.166
42. H 0.166
43. H 0.209
44. H 0.267
45. H 0.169
46. H 0.289
47. H 0.199
48. H 0.255
49. H 0.238
50. H 0.214
51. H 0.227
52. H 0.218
53. H 0.200
54. H 0.188
55. H 0.225
56. H 0.199
57. H 0.239
58. H 0.213
59. H 0.220
60. H 0.175
61. H 0.189
62. H 0.220
63. H 0.230
64. H 0.234
65. H 0.268
66. H 0.199
67. H 0.209
68. H 0.209
69. H 0.259
70. H 0.209



No. 3
Molecular formula: C27H34N9PdS2
Method: DFT, ωB97M-V with the def2-TZVPD basis set

Geometry as ORCA input:
```
! wB97M-V def2-TZVPD RIJCOSX def2/J DEFGRID3
* xyz -1 1
Pd 0.322 0.586 -0.013
S 0.342 -0.070 -2.447
S 0.145 2.722 1.501
N -1.552 3.717 -2.729
N 0.397 4.498 -2.609
N 0.382 3.383 -1.840
N 0.434 -1.071 2.387
N 0.254 -2.568 -1.349
N -1.140 1.823 1.887
N -0.749 4.710 -3.145
N 0.491 -1.966 -0.148
N -0.667 -2.375 -3.396
C 3.672 0.806 1.058
C -0.840 2.916 -1.929
C 0.992 5.787 4.000
C 2.220 1.820 3.203
C 2.463 1.460 0.827
C 0.888 -2.339 -5.335
C 3.420 1.166 3.423
C -3.144 2.816 -4.422
C 1.207 -2.617 0.694
C 1.052 4.847 2.986
C 0.886 -1.356 4.715
C 1.180 -2.144 2.105
C -0.037 -1.744 -2.331
C -2.933 1.326 -4.170
C 1.950 -3.882 0.373
C 0.053 3.886 2.876
C -2.257 3.312 -5.558
C 0.292 -0.693 3.646
C -0.472 -1.951 -4.767
C 1.842 -2.848 3.115
C -1.018 3.876 3.749
C -0.075 5.778 4.893
C -2.942 3.628 -3.139
C 1.686 -2.447 4.432
C 1.738 1.970 1.906
C -1.076 4.828 4.762
C 4.149 0.661 2.349
H -1.910 4.824 5.453
H -3.488 3.168 -2.315
H -1.222 3.002 -5.403
H 2.983 -3.824 0.726
H 2.136 1.600 -0.211
H -1.218 1.034 1.217
H 0.964 -2.082 -6.394
H 3.787 1.042 4.434
H -0.665 -3.376 -3.248
H -2.592 2.893 -6.508
H 1.061 -3.414 -5.233
H -1.776 3.115 3.619
H 1.779 6.525 4.098
H -0.124 6.515 5.685
H 1.644 2.192 4.042
H 1.490 -4.755 0.846
H 2.464 -3.699 2.876
H 1.877 4.846 2.283
H -3.633 0.939 -3.426
H 1.678 -1.814 -4.795
H 2.184 -2.990 5.227
H -0.326 0.189 3.787
H 1.948 -4.037 -0.702
H -3.295 4.652 -3.255
H 5.091 0.155 2.527
H -3.077 0.757 -5.091
H 0.726 -1.015 5.730
H -0.586 -0.868 -4.789
H 4.226 0.410 0.216
H -1.278 -2.380 -5.370
H -1.922 1.112 -3.812
H -1.234 2.024 -1.464
H -2.262 4.401 -5.638
H -4.192 2.978 -4.702
*
```

## Properties
**HOMO level**: -3.26 eV
**Molar mass**: 655.2 g/mol
**LUMO level**: 2.7 eV
**Gap between HOMO and LUMO**: 6.0 eV
**Energy**: -2466.2463 Ha

Electronic structure analysis, Löwdin charges in units of e:
1. Pd 0.109
2. S 0.594
3. S 0.912
4. N -0.116
5. N -0.052
6. N 0.021
7. N 0.119
8. N -0.038
9. N -0.357
10. N 0.024
11. N -0.007
12. N -0.054
13. C -0.077
14. C -0.237
15. C -0.094
16. C -0.102
17. C -0.153
18. C -0.103
19. C -0.092
20. C -0.416
21. C -0.298
22. C -0.098
23. C -0.084
24. C -0.224
25. C -0.826
26. C -0.079
27. C -0.059
28. C -0.402
29. C -0.086
30. C -0.154
31. C -0.319
32. C -0.035
33. C -0.088
34. C -0.108
35. C -0.121
36. C -0.091
37. C -0.401
38. C -0.092
39. C -0.095
40. H 0.096
41. H 0.128
42. H 0.080
43. H 0.069
44. H 0.071
45. H -0.065
46. H 0.063
47. H 0.098
48. H 0.109
49. H 0.073
50. H 0.065
51. H 0.083
52. H 0.097
53. H 0.092
54. H 0.111
55. H 0.079
56. H 0.091
57. H 0.115
58. H 0.082
59. H 0.060
60. H 0.096
61. H 0.090
62. H 0.055
63. H 0.121
64. H 0.095
65. H 0.077
66. H 0.093
67. H 0.055
68. H 0.105
69. H 0.102
70. H 0.028
71. H 0.066
72. H 0.070
73. H 0.128



No. 4
Molecular formula: C27H34N9PdS2
Method: DFT, ωB97M-V with the def2-TZVPD basis set

Geometry as ORCA input:
```
! wB97M-V def2-TZVPD RIJCOSX def2/J DEFGRID3
* xyz -1 1
Pd -0.116 0.194 0.059
S -2.447 -1.231 0.622
S 2.398 -0.142 -0.044
N 1.095 -3.452 1.735
N -3.232 1.155 -0.334
N 0.945 -4.452 0.949
N 0.433 -3.969 -0.196
N -4.587 -0.571 -0.848
N -2.009 1.676 -0.293
N 0.704 -2.307 1.150
N 0.298 3.157 -0.903
N 1.894 0.213 -1.497
C 2.126 1.203 1.204
C 0.218 5.918 -0.715
C 1.280 5.294 -1.347
C -1.941 2.941 0.003
C 2.912 2.338 1.337
C 0.155 -4.829 -1.329
C 6.015 0.578 -1.789
C 4.178 0.165 -0.296
C 0.717 1.962 3.005
C 2.600 3.284 2.303
C 6.894 0.562 -0.716
C 4.655 0.383 -1.579
C -5.378 -1.666 -0.322
C 1.013 1.010 2.036
C 6.412 0.336 0.567
C -3.152 3.679 0.510
C -0.802 5.143 -0.199
C -3.422 -0.141 -0.237
C 1.274 3.907 -1.387
C -0.764 3.746 -0.342
C 0.283 -2.637 -0.054
C -6.186 -1.279 0.917
C -2.327 -4.455 -1.623
C 1.509 3.092 3.140
C -1.512 -6.172 0.022
C 5.059 0.121 0.777
C -1.240 -5.479 -1.313
H -5.506 -1.058 1.740
H -2.325 -3.640 -0.897
H 2.092 5.857 -1.788
H -5.133 0.222 -1.159
H -6.847 -2.095 1.217
H 0.418 0.084 1.954
H -0.103 -1.965 -0.807
H -2.369 -6.841 -0.069
H 0.175 6.998 -0.638
H 0.920 -5.606 -1.316
H -0.651 -6.753 0.355
H -2.909 4.279 1.389
H 1.283 3.824 3.907
H -3.312 -4.924 -1.590
H 3.217 4.169 2.401
H 3.939 0.407 -2.390
H -6.048 -2.000 -1.119
H 3.763 2.493 0.688
H 0.268 -4.229 -2.233
H 7.952 0.727 -0.877
H -3.547 4.344 -0.265
H 4.682 -0.063 1.777
H -1.738 -5.430 0.789
H -2.188 -4.027 -2.619
H -1.638 5.617 0.298
H 7.093 0.342 1.409
H 2.092 3.359 -1.842
H -3.921 2.959 0.775
H -6.789 -0.390 0.720
H 0.840 0.217 -1.477
H -0.126 1.805 3.667
H -1.227 -6.234 -2.108
H 6.386 0.753 -2.792
H -4.691 -2.474 -0.076
*
```

## Properties
**HOMO level**: -3.52 eV
**Molar mass**: 655.2 g/mol
**LUMO level**: 2.8 eV
**Gap between HOMO and LUMO**: 6.3 eV
**Energy**: -2466.2138 Ha

Electronic structure analysis, Löwdin charges in units of e:
1. Pd 0.181
2. S 0.608
3. S 0.897
4. N -0.039
5. N -0.062
6. N 0.029
7. N -0.106
8. N -0.052
9. N -0.006
10. N -0.025
11. N 0.124
12. N -0.365
13. C -0.358
14. C -0.093
15. C -0.088
16. C -0.289
17. C -0.100
18. C -0.121
19. C -0.094
20. C -0.388
21. C -0.079
22. C -0.092
23. C -0.110
24. C -0.092
25. C -0.313
26. C -0.152
27. C -0.097
28. C -0.064
29. C -0.037
30. C -0.855
31. C -0.152
32. C -0.229
33. C -0.250
34. C -0.101
35. C -0.083
36. C -0.100
37. C -0.087
38. C -0.105
39. C -0.413
40. H 0.061
41. H 0.023
42. H 0.090
43. H 0.111
44. H 0.062
45. H 0.061
46. H 0.072
47. H 0.073
48. H 0.097
49. H 0.121
50. H 0.069
51. H 0.070
52. H 0.094
53. H 0.077
54. H 0.096
55. H 0.082
56. H 0.101
57. H 0.106
58. H 0.128
59. H 0.092
60. H 0.080
61. H 0.114
62. H 0.080
63. H 0.080
64. H 0.089
65. H 0.096
66. H 0.100
67. H 0.055
68. H 0.065
69. H -0.072
70. H 0.104
71. H 0.127
72. H 0.095
73. H 0.060